No. 1
55
Properties=species:S:1:pos:R:3:lowdin_charge:R:1 method="wB97M-V/def2-TZVPD" spin_multiplicity=2 relative_energy_kj_mol=0.0 e_homo_ev="-13.20 / -13.19" charge=+2 e_lumo_ev="-6.48 / -6.80" homo_lumo_gap_ha="0.247 / 0.235"
Fe -0.175 0.239 -0.228 0.351
N -4.036 -1.244 -0.374 0.083
C -2.749 -1.563 -0.473 -0.056
N -2.040 -0.483 -0.178 0.052
C -2.977 0.471 0.083 -0.280
N -4.206 0.046 -0.022 0.185
C -2.496 1.809 0.408 -0.155
C -3.315 2.889 0.705 -0.011
N -2.811 4.078 1.003 0.142
C -1.488 4.189 1.007 -0.053
C -0.657 3.117 0.712 -0.066
N -1.154 1.920 0.403 0.043
H -4.843 -1.830 -0.535 0.186
H -2.367 -2.530 -0.759 0.160
H -4.392 2.778 0.701 0.140
H -1.070 5.157 1.251 0.132
H 0.415 3.227 0.734 0.088
C -0.034 -2.168 2.252 -0.206
P 0.228 -0.408 1.953 0.864
C -0.757 0.452 3.205 -0.203
C 1.978 -0.078 2.367 -0.350
C 2.475 1.150 1.601 -0.349
P 2.019 0.921 -0.149 0.875
C 2.466 2.407 -1.077 -0.188
C 3.133 -0.343 -0.798 -0.189
H 0.315 -2.436 3.250 0.072
H 0.507 -2.757 1.511 0.061
H -1.097 -2.399 2.180 0.053
H -0.537 0.039 4.191 0.072
H -1.820 0.319 3.002 0.056
H -0.533 1.518 3.212 0.052
H 2.549 -0.965 2.082 0.094
H 2.092 0.041 3.446 0.108
H 3.552 1.286 1.709 0.109
H 1.996 2.062 1.968 0.085
H 3.547 2.547 -1.032 0.074
H 1.985 3.304 -0.695 0.045
H 2.165 2.273 -2.116 0.066
H 4.163 -0.041 -0.603 0.076
H 2.989 -0.442 -1.874 0.067
H 2.933 -1.314 -0.348 0.059
I 0.679 -2.587 -8.297 0.982
C 0.488 -1.913 -6.350 -0.724
C 0.012 -0.626 -6.110 -0.121
C -0.113 -0.176 -4.810 0.003
C 0.235 -1.014 -3.750 -0.151
C 0.712 -2.303 -3.994 -0.003
C 0.839 -2.753 -5.294 -0.124
C 0.108 -0.536 -2.382 -0.532
O -0.288 0.655 -2.092 -0.051
O 0.391 -1.248 -1.360 -0.082
H -0.257 0.017 -6.937 0.105
H -0.483 0.820 -4.610 0.126
H 0.982 -2.945 -3.166 0.124
H 1.208 -3.749 -5.492 0.104

---

No. 2
52
Properties=species:S:1:pos:R:3:lowdin_charge:R:1 method="wB97M-V/def2-TZVPD" spin_multiplicity=1 e_homo_ev=-8.22 e_lumo_ev=0.29 homo_lumo_gap_ha=0.313
C 4.746 -1.873 2.568 -0.086
N 4.846 -1.535 1.141 -0.161
C 6.235 -1.763 0.715 -0.087
C 4.499 -0.171 0.881 -0.540
O 5.324 0.694 0.834 0.107
C 3.070 0.128 0.536 -0.203
Si 1.803 -0.091 1.923 0.554
P 0.395 1.661 2.114 0.197
S -0.505 1.540 3.865 -0.001
C 0.677 -1.567 1.646 -0.390
C -0.054 -2.083 2.711 -0.094
C -0.921 -3.152 2.525 -0.053
C -1.010 -3.683 1.245 -0.056
C -0.233 -3.117 0.241 -0.147
N 0.585 -2.084 0.404 0.052
H 3.724 -2.037 2.885 0.049
H 5.270 -2.809 2.723 0.084
H 5.188 -1.110 3.213 0.099
H 6.446 -2.823 0.823 0.082
H 6.950 -1.227 1.335 0.087
H 6.363 -1.506 -0.329 0.089
H 3.060 1.184 0.277 0.078
H 2.788 -0.424 -0.358 0.082
H 2.481 -0.213 3.220 0.001
H 1.058 2.878 1.872 -0.054
H -0.539 1.476 1.087 -0.085
H 0.043 -1.629 3.686 0.082
H -1.505 -3.546 3.340 0.108
H -1.668 -4.508 1.033 0.101
H -0.290 -3.540 -0.753 0.104
C -0.581 0.931 -3.946 -0.071
C -0.074 0.165 -2.909 -0.058
C -0.049 0.713 -1.638 -0.157
N -0.484 1.942 -1.352 0.047
C -0.971 2.663 -2.360 -0.169
C -1.043 2.207 -3.668 -0.081
H -0.622 0.539 -4.954 0.108
H 0.293 -0.838 -3.078 0.104
H 0.332 0.134 -0.804 0.057
H -1.323 3.656 -2.099 0.110
H -1.457 2.836 -4.444 0.108
C -5.971 1.983 -0.310 -0.081
C -6.968 2.172 -1.254 -0.077
C -6.614 2.180 -2.595 -0.160
N -5.366 2.018 -3.030 0.054
C -4.420 1.839 -2.109 -0.150
C -4.667 1.813 -0.745 -0.065
H -6.206 1.971 0.746 0.105
H -7.999 2.310 -0.959 0.099
H -7.365 2.322 -3.364 0.101
H -3.416 1.711 -2.491 0.076
H -3.856 1.663 -0.044 0.100

---

No. 3
53
Properties=species:S:1:pos:R:3:lowdin_charge:R:1 method="wB97M-V/def2-TZVPD" spin_multiplicity=1 relative_energy_kj_mol=361.4 e_homo_ev=-7.62 e_lumo_ev=0.09 homo_lumo_gap_ha=0.284
O -4.183 -4.273 0.478 0.116
C -4.050 -3.097 0.691 -0.377
C -5.034 -2.140 1.353 -0.158
C -5.373 -2.407 2.835 -0.097
C -4.719 -1.242 3.596 -0.142
C -4.611 -0.133 2.542 -0.122
N -4.337 -0.869 1.326 0.002
C -3.071 -1.028 0.850 -0.449
O -2.184 -0.209 0.823 0.104
N -2.970 -2.329 0.349 0.067
C -1.767 -2.826 -0.284 -0.112
C -0.632 -2.985 0.730 -0.134
C 0.735 -3.249 0.064 -0.186
N 1.530 -2.118 -0.330 -0.179
C 1.228 -1.392 -1.540 -0.145
C 0.502 -0.057 -1.274 -0.130
N 1.286 0.744 -0.360 -0.080
C 2.194 1.669 -0.768 -0.204
C 2.882 2.477 0.165 -0.006
C 3.758 3.451 -0.235 0.005
C 3.996 3.668 -1.593 -0.181
N 4.907 4.669 -2.008 -0.372
O 5.065 4.843 -3.207 0.060
O 5.490 5.310 -1.147 0.060
C 3.326 2.890 -2.537 0.006
C 2.448 1.917 -2.135 -0.010
C 1.368 0.057 0.910 -0.122
C 2.107 -1.284 0.696 -0.141
H -5.942 -2.100 0.741 0.164
H -6.452 -2.402 2.976 0.113
H -4.992 -3.376 3.154 0.118
H -3.720 -1.522 3.933 0.115
H -5.303 -0.937 4.460 0.109
H -3.809 0.580 2.730 0.125
H -5.558 0.402 2.429 0.127
H -2.019 -3.789 -0.733 0.134
H -1.490 -2.120 -1.068 0.118
H -0.567 -2.083 1.339 0.095
H -0.874 -3.820 1.391 0.118
H 0.585 -3.874 -0.821 0.123
H 1.345 -3.825 0.768 0.117
H 0.643 -2.025 -2.207 0.120
H 2.181 -1.159 -2.035 0.123
H 0.316 0.476 -2.204 0.116
H -0.461 -0.228 -0.784 0.094
H 2.706 2.356 1.221 0.100
H 4.270 4.067 0.487 0.119
H 3.522 3.061 -3.585 0.120
H 1.968 1.325 -2.896 0.098
H 1.906 0.641 1.652 0.107
H 0.347 -0.103 1.266 0.105
H 2.148 -1.841 1.632 0.124
H 3.136 -1.041 0.393 0.128

---

No. 4
47
Properties=species:S:1:pos:R:3:lowdin_charge:R:1 method="wB97M-V/def2-TZVPD" spin_multiplicity=1 relative_energy_kj_mol=155.7 e_homo_ev=-7.70 e_lumo_ev=0.91 homo_lumo_gap_ha=0.316
C -0.115 -2.954 1.317 -0.059
C -0.710 -1.722 0.640 -0.340
C -2.145 -1.477 1.109 -0.218
N -2.731 -0.339 0.429 -0.065
C -4.098 -0.076 0.825 -0.188
C -4.712 0.957 -0.127 -0.325
C -6.152 1.328 0.249 -0.131
C -6.974 0.380 -0.621 -0.159
C -6.106 0.298 -1.875 -0.198
O -4.763 0.408 -1.442 -0.111
C 0.145 -0.485 0.920 -0.179
O 1.392 -0.662 0.281 -0.044
C 2.337 0.305 0.407 -0.208
C 2.168 1.488 1.085 -0.019
C 3.214 2.420 1.158 -0.081
C 4.419 2.178 0.566 -0.051
C 4.632 0.975 -0.140 -0.169
C 5.862 0.684 -0.767 -0.037
C 6.046 -0.489 -1.445 -0.086
C 5.007 -1.426 -1.529 -0.082
C 3.802 -1.175 -0.933 -0.014
C 3.585 0.024 -0.226 -0.086
H 0.916 -3.085 1.001 0.075
H -0.136 -2.839 2.399 0.084
H -0.678 -3.846 1.053 0.077
H -0.713 -1.879 -0.444 0.146
H -2.733 -2.402 0.963 0.125
H -2.144 -1.253 2.182 0.128
H -2.719 -0.492 -0.577 0.119
H -4.721 -0.989 0.814 0.128
H -4.091 0.322 1.846 0.126
H -4.049 1.831 -0.152 0.149
H -6.357 2.363 -0.025 0.116
H -6.340 1.201 1.313 0.114
H -7.054 -0.599 -0.149 0.109
H -7.974 0.752 -0.834 0.110
H -6.336 1.129 -2.558 0.121
H -6.215 -0.643 -2.419 0.120
H -0.371 0.401 0.530 0.127
H 0.287 -0.368 2.003 0.141
H 1.232 1.723 1.567 0.102
H 3.047 3.341 1.698 0.103
H 5.222 2.898 0.627 0.107
H 6.659 1.411 -0.700 0.109
H 6.993 -0.701 -1.920 0.100
H 5.165 -2.349 -2.069 0.100
H 2.994 -1.887 -0.992 0.111

---

No. 5
55
Properties=species:S:1:pos:R:3:lowdin_charge:R:1 method="wB97M-V/def2-TZVPD" spin_multiplicity=1 relative_energy_kj_mol=63.2 e_homo_ev="-13.66 / -13.64" charge=+2 e_lumo_ev="-8.02 / -7.91" homo_lumo_gap_ha="0.207 / 0.210"
Pt -0.095 0.082 0.435 0.290
C -4.175 -2.583 -3.108 0.016
C -4.081 -1.371 -2.261 -0.298
N -5.067 -0.645 -1.849 0.163
N -4.485 0.340 -1.110 0.052
C -3.163 0.245 -1.035 -0.657
S -2.149 1.323 -0.168 0.618
N -2.883 -0.850 -1.787 -0.082
N -1.603 -1.323 -2.037 0.103
H -5.219 -2.751 -3.357 0.101
H -3.795 -3.460 -2.582 0.094
H -3.606 -2.459 -4.030 0.096
H -5.061 1.049 -0.683 0.174
H -1.307 -1.019 -2.958 0.118
H -1.599 -2.335 -1.985 0.105
S -0.971 0.399 2.657 0.707
C -1.356 -1.132 3.225 -0.676
C -2.131 -1.270 4.411 -0.091
C -2.417 -2.512 4.885 -0.030
C -1.929 -3.667 4.215 -0.021
C -1.188 -3.559 3.072 -0.101
C -0.899 -2.284 2.546 -0.666
S 0.016 -2.150 1.112 0.631
H -2.474 -0.382 4.924 0.116
H -3.019 -2.622 5.776 0.125
H -2.147 -4.648 4.617 0.125
H -0.822 -4.439 2.560 0.115
C 3.563 -1.121 0.492 -0.232
As 2.099 -0.445 -0.557 0.985
C 2.077 -1.603 -2.097 -0.253
C 2.776 1.224 -1.234 -0.419
C 3.808 1.258 -2.167 -0.079
C 4.270 2.478 -2.640 -0.037
C 3.699 3.662 -2.187 -0.036
C 2.678 3.628 -1.249 -0.076
C 2.223 2.404 -0.766 -0.411
As 0.865 2.323 0.598 0.980
C 1.822 2.721 2.217 -0.235
C -0.248 3.857 0.292 -0.282
H 4.438 -1.152 -0.156 0.052
H 3.333 -2.119 0.859 0.040
H 3.751 -0.459 1.334 0.041
H 3.100 -1.836 -2.388 0.045
H 1.565 -1.111 -2.920 0.041
H 1.570 -2.532 -1.840 0.032
H 4.255 0.341 -2.533 0.109
H 5.072 2.506 -3.365 0.123
H 4.049 4.612 -2.566 0.123
H 2.241 4.556 -0.902 0.107
H 2.339 3.668 2.075 0.055
H 2.539 1.931 2.428 0.040
H 1.122 2.800 3.048 0.037
H 0.334 4.758 0.474 0.049
H -1.085 3.833 0.990 0.035
H -0.631 3.840 -0.725 0.038

---

No. 6
56
Properties=species:S:1:pos:R:3:lowdin_charge:R:1 method="wB97M-V/def2-TZVPD" spin_multiplicity=1 e_homo_ev=-7.64 e_lumo_ev=-0.49 homo_lumo_gap_ha=0.263
N -1.193 -2.269 2.391 0.044
C -1.817 -3.404 2.925 -0.106
C -1.777 -4.423 1.967 -0.124
C -1.255 -3.894 0.806 -0.121
C -0.878 -2.616 1.115 -0.166
H -1.140 -1.310 2.706 0.065
H -2.203 -3.432 3.933 0.095
H -2.152 -5.425 2.120 0.092
H -1.071 -4.429 -0.114 0.083
H -0.367 -1.889 0.501 0.088
N -1.542 -0.058 -1.717 0.004
C -1.928 0.122 -3.035 -0.206
C -3.331 0.076 -3.043 -0.117
C -3.773 0.179 -1.715 -0.118
C -2.661 -0.051 -0.922 -0.136
H -0.601 -0.185 -1.375 0.058
H -1.207 0.082 -3.838 0.022
H -3.959 0.069 -3.921 0.087
H -4.803 0.228 -1.396 0.088
H -2.550 -0.069 0.152 0.093
N -1.829 0.914 3.966 0.024
C -1.034 0.982 2.808 -0.133
C 0.146 0.268 2.995 -0.136
C 0.062 -0.295 4.283 -0.112
C -1.168 0.094 4.859 -0.115
H -2.700 1.381 4.174 0.148
H -1.352 1.719 2.084 0.105
H 0.997 0.216 2.332 0.093
H 0.807 -0.902 4.775 0.099
H -1.627 -0.022 5.829 0.106
N 2.494 3.327 0.990 0.019
C 1.123 3.304 1.052 -0.174
C 0.521 3.564 -0.163 -0.092
C 1.640 3.784 -1.050 -0.111
C 2.824 3.624 -0.288 -0.137
H 3.116 3.223 1.779 0.157
H 0.739 3.143 2.049 0.101
H -0.499 3.579 -0.518 0.106
H 1.528 3.977 -2.107 0.038
H 3.865 3.720 -0.560 0.106
C 2.102 -0.115 -0.316 -0.177
O 0.793 0.375 -0.246 -0.167
H 2.384 0.006 -1.362 0.013
H 2.806 0.472 0.275 0.080
H 2.160 -1.154 0.007 0.057
H 0.864 1.332 -0.211 0.035
C 2.125 1.810 -5.034 -1.472
Br 3.476 1.347 -3.708 0.566
Br 2.777 3.212 -6.315 0.522
Br 0.433 2.283 -4.094 0.624
H 1.961 0.876 -5.572 -0.027
C 1.681 -3.432 -1.910 -1.499
Br 0.761 -2.218 -3.123 0.616
Br 3.632 -3.103 -1.924 0.545
Br 1.289 -5.345 -2.396 0.519
H 1.311 -3.253 -0.901 -0.049

---

Repeat the sixth record exactly.
56
Properties=species:S:1:pos:R:3:lowdin_charge:R:1 method="wB97M-V/def2-TZVPD" spin_multiplicity=1 e_homo_ev=-7.64 e_lumo_ev=-0.49 homo_lumo_gap_ha=0.263
N -1.193 -2.269 2.391 0.044
C -1.817 -3.404 2.925 -0.106
C -1.777 -4.423 1.967 -0.124
C -1.255 -3.894 0.806 -0.121
C -0.878 -2.616 1.115 -0.166
H -1.140 -1.310 2.706 0.065
H -2.203 -3.432 3.933 0.095
H -2.152 -5.425 2.120 0.092
H -1.071 -4.429 -0.114 0.083
H -0.367 -1.889 0.501 0.088
N -1.542 -0.058 -1.717 0.004
C -1.928 0.122 -3.035 -0.206
C -3.331 0.076 -3.043 -0.117
C -3.773 0.179 -1.715 -0.118
C -2.661 -0.051 -0.922 -0.136
H -0.601 -0.185 -1.375 0.058
H -1.207 0.082 -3.838 0.022
H -3.959 0.069 -3.921 0.087
H -4.803 0.228 -1.396 0.088
H -2.550 -0.069 0.152 0.093
N -1.829 0.914 3.966 0.024
C -1.034 0.982 2.808 -0.133
C 0.146 0.268 2.995 -0.136
C 0.062 -0.295 4.283 -0.112
C -1.168 0.094 4.859 -0.115
H -2.700 1.381 4.174 0.148
H -1.352 1.719 2.084 0.105
H 0.997 0.216 2.332 0.093
H 0.807 -0.902 4.775 0.099
H -1.627 -0.022 5.829 0.106
N 2.494 3.327 0.990 0.019
C 1.123 3.304 1.052 -0.174
C 0.521 3.564 -0.163 -0.092
C 1.640 3.784 -1.050 -0.111
C 2.824 3.624 -0.288 -0.137
H 3.116 3.223 1.779 0.157
H 0.739 3.143 2.049 0.101
H -0.499 3.579 -0.518 0.106
H 1.528 3.977 -2.107 0.038
H 3.865 3.720 -0.560 0.106
C 2.102 -0.115 -0.316 -0.177
O 0.793 0.375 -0.246 -0.167
H 2.384 0.006 -1.362 0.013
H 2.806 0.472 0.275 0.080
H 2.160 -1.154 0.007 0.057
H 0.864 1.332 -0.211 0.035
C 2.125 1.810 -5.034 -1.472
Br 3.476 1.347 -3.708 0.566
Br 2.777 3.212 -6.315 0.522
Br 0.433 2.283 -4.094 0.624
H 1.961 0.876 -5.572 -0.027
C 1.681 -3.432 -1.910 -1.499
Br 0.761 -2.218 -3.123 0.616
Br 3.632 -3.103 -1.924 0.545
Br 1.289 -5.345 -2.396 0.519
H 1.311 -3.253 -0.901 -0.049

---

Repeat the second record exactly.
52
Properties=species:S:1:pos:R:3:lowdin_charge:R:1 method="wB97M-V/def2-TZVPD" spin_multiplicity=1 e_homo_ev=-8.22 e_lumo_ev=0.29 homo_lumo_gap_ha=0.313
C 4.746 -1.873 2.568 -0.086
N 4.846 -1.535 1.141 -0.161
C 6.235 -1.763 0.715 -0.087
C 4.499 -0.171 0.881 -0.540
O 5.324 0.694 0.834 0.107
C 3.070 0.128 0.536 -0.203
Si 1.803 -0.091 1.923 0.554
P 0.395 1.661 2.114 0.197
S -0.505 1.540 3.865 -0.001
C 0.677 -1.567 1.646 -0.390
C -0.054 -2.083 2.711 -0.094
C -0.921 -3.152 2.525 -0.053
C -1.010 -3.683 1.245 -0.056
C -0.233 -3.117 0.241 -0.147
N 0.585 -2.084 0.404 0.052
H 3.724 -2.037 2.885 0.049
H 5.270 -2.809 2.723 0.084
H 5.188 -1.110 3.213 0.099
H 6.446 -2.823 0.823 0.082
H 6.950 -1.227 1.335 0.087
H 6.363 -1.506 -0.329 0.089
H 3.060 1.184 0.277 0.078
H 2.788 -0.424 -0.358 0.082
H 2.481 -0.213 3.220 0.001
H 1.058 2.878 1.872 -0.054
H -0.539 1.476 1.087 -0.085
H 0.043 -1.629 3.686 0.082
H -1.505 -3.546 3.340 0.108
H -1.668 -4.508 1.033 0.101
H -0.290 -3.540 -0.753 0.104
C -0.581 0.931 -3.946 -0.071
C -0.074 0.165 -2.909 -0.058
C -0.049 0.713 -1.638 -0.157
N -0.484 1.942 -1.352 0.047
C -0.971 2.663 -2.360 -0.169
C -1.043 2.207 -3.668 -0.081
H -0.622 0.539 -4.954 0.108
H 0.293 -0.838 -3.078 0.104
H 0.332 0.134 -0.804 0.057
H -1.323 3.656 -2.099 0.110
H -1.457 2.836 -4.444 0.108
C -5.971 1.983 -0.310 -0.081
C -6.968 2.172 -1.254 -0.077
C -6.614 2.180 -2.595 -0.160
N -5.366 2.018 -3.030 0.054
C -4.420 1.839 -2.109 -0.150
C -4.667 1.813 -0.745 -0.065
H -6.206 1.971 0.746 0.105
H -7.999 2.310 -0.959 0.099
H -7.365 2.322 -3.364 0.101
H -3.416 1.711 -2.491 0.076
H -3.856 1.663 -0.044 0.100